{"formula": "C33H40Br2N3O3PPt", "method": "ωB97M-V/def2-TZVPD", "species": ["Pt", "Br", "Br", "P", "O", "O", "O", "N", "N", "N", "C", "C", "C", "C", "C", "C", "C", "C", "C", "C", "C", "C", "C", "C", "C", "C", "C", "C", "C", "C", "C", "C", "C", "C", "C", "C", "C", "C", "C", "C", "C", "C", "C", "H", "H", "H", "H", "H", "H", "H", "H", "H", "H", "H", "H", "H", "H", "H", "H", "H", "H", "H", "H", "H", "H", "H", "H", "H", "H", "H", "H", "H", "H", "H", "H", "H", "H", "H", "H", "H", "H", "H", "H"], "positions_angstrom": [[-0.04925, -0.68604, 0.28767], [5.14153, -0.38564, 1.53927], [4.02345, -5.49042, 3.66086], [-1.98561, -0.22057, 1.20659], [1.63644, -1.53446, -1.66031], [1.13032, -2.37564, -3.66189], [2.19547, -0.55240, 0.71646], [-0.30796, 1.09722, -0.59291], [4.05362, -0.83762, -2.24995], [0.41282, -2.52809, 1.13936], [-1.38395, 1.88151, -0.32273], [1.68653, -2.68094, 1.61756], [-2.36593, 1.40751, 0.57368], [-0.75432, 0.94632, 3.37617], [-1.58121, 3.17028, -0.87399], [0.66301, 1.55382, -1.51994], [-0.42079, -3.54984, 1.18208], [1.76436, 2.28594, -1.07568], [2.09036, -3.87114, 2.26484], [3.88311, -1.75889, 1.85282], [-1.68717, -1.37132, 3.75796], [-3.55057, -1.56693, -0.61490], [-3.44439, 2.21164, 0.95127], [-2.66789, 3.92414, -0.49984], [-3.62136, 3.47760, 0.42741], [1.87913, 2.68285, 0.36691], [3.27929, -1.31253, -3.38541], [0.50837, 1.23767, -2.87607], [1.48643, 1.64587, -3.77240], [-4.72937, -0.91132, 1.51135], [-0.08570, -4.76942, 1.78281], [-1.87082, -0.04075, 3.03275], [2.58551, -1.58041, 1.36879], [1.14872, -4.91876, 2.34675], [2.72906, 2.66747, -2.00458], [-0.70408, 0.48105, -3.33850], [1.90725, -1.81524, -2.93819], [4.28379, -2.90555, 2.54163], [3.68326, 2.74027, -4.33398], [-3.40383, -1.35503, 0.89145], [-4.78119, 4.34923, 0.82259], [2.61234, 2.35082, -3.35077], [3.41676, -3.94402, 2.74762], [-0.86148, 3.56635, -1.57810], [3.07232, -0.48327, -4.06245], [1.85018, 1.80604, 1.01521], [5.30171, -2.97141, 2.90114], [1.36687, 1.40897, -4.82501], [-5.47048, 4.50233, -0.01098], [-0.81428, -5.56704, 1.80231], [4.48077, 0.06370, -2.39932], [-1.38654, -3.40229, 0.72024], [-2.49861, -2.07399, 3.56009], [-0.68412, 1.05935, 4.45940], [-0.74397, -1.84289, 3.47180], [3.75318, -2.10242, -3.97124], [2.81290, 3.21505, 0.54625], [4.29613, 3.55447, -3.94845], [-4.44701, 5.33455, 1.15291], [1.42537, -5.84003, 2.84049], [-1.65294, -1.20035, 4.83525], [2.43047, -1.07160, -1.28782], [-2.82851, 0.40083, 3.33030], [-0.74409, -0.50498, -2.87291], [-2.61580, -1.89676, -1.07111], [-1.62146, 1.00819, -3.06714], [3.25079, 3.05811, -5.28296], [-4.32491, -2.30910, -0.81735], [-3.12050, -2.30182, 1.36416], [-3.84092, -0.63299, -1.10057], [-4.15312, 1.84726, 1.68605], [0.20849, 0.58583, 3.00563], [4.75120, -1.49402, -1.92967], [-2.78411, 4.91249, -0.93272], [-5.34642, 3.89999, 1.63963], [-0.68561, 0.34628, -4.41903], [3.58756, 3.23656, -1.66289], [-5.10598, -0.01687, 1.01694], [-5.47549, -1.69704, 1.37868], [4.34937, 1.89992, -4.54902], [-4.64861, -0.71097, 2.58073], [1.05053, 3.33781, 0.64871], [-0.93845, 1.92751, 2.93821]], "forces_ev_per_angstrom": [[0.65, 0.20, 0.76], [-0.01, 0.00, -0.01], [0.01, 0.01, 0.00], [-0.30, -0.07, -0.22], [-0.03, -0.22, -0.15], [0.03, -0.02, -0.01], [-0.30, 0.17, -0.35], [-0.20, 0.12, 0.07], [0.04, -0.09, 0.00], [-0.22, -0.16, -0.24], [-0.08, -0.13, 0.08], [-0.04, 0.11, -0.02], [0.13, 0.00, -0.06], [0.01, -0.04, 0.00], [0.03, -0.06, 0.02], [0.12, -0.21, -0.05], [0.05, 0.15, -0.01], [0.00, 0.00, -0.03], [0.05, 0.00, 0.00], [-0.05, 0.06, 0.00], [0.05, -0.02, -0.03], [0.03, 0.01, 0.00], [0.01, 0.03, -0.02], [-0.04, 0.01, 0.01], [0.04, -0.02, 0.00], [0.01, -0.03, 0.05], [-0.03, 0.02, 0.01], [0.01, 0.05, 0.04], [0.03, 0.04, 0.02], [0.03, 0.00, 0.02], [0.02, 0.00, 0.03], [0.00, 0.03, -0.04], [0.11, -0.13, 0.07], [-0.06, -0.01, 0.02], [0.01, 0.01, 0.01], [0.01, -0.01, 0.01], [0.00, 0.13, 0.02], [0.03, -0.06, 0.03], [-0.01, 0.02, -0.02], [-0.02, 0.01, 0.02], [-0.04, 0.01, 0.02], [-0.04, -0.04, -0.01], [-0.02, 0.04, -0.02], [0.02, -0.01, -0.01], [0.02, -0.03, -0.03], [0.01, 0.00, -0.03], [-0.01, -0.01, 0.00], [0.00, 0.00, -0.02], [0.00, 0.00, 0.00], [0.00, -0.01, -0.01], [-0.05, 0.04, 0.03], [-0.03, 0.03, 0.06], [0.01, 0.00, -0.01], [-0.01, 0.02, 0.01], [-0.02, 0.01, 0.00], [0.00, -0.01, 0.04], [0.00, 0.01, 0.00], [0.01, 0.00, 0.00], [0.00, 0.00, 0.00], [0.01, -0.01, -0.01], [-0.01, 0.00, 0.00], [-0.03, 0.07, 0.03], [0.00, 0.00, 0.01], [-0.01, -0.02, 0.00], [0.00, -0.02, 0.01], [0.01, 0.01, 0.01], [0.00, 0.00, -0.01], [0.00, 0.00, -0.01], [0.06, 0.01, -0.04], [0.00, 0.01, 0.00], [-0.02, -0.01, 0.02], [-0.01, -0.01, 0.01], [0.02, 0.03, -0.03], [0.00, 0.00, 0.00], [-0.01, 0.00, 0.00], [0.00, -0.01, -0.01], [0.01, 0.00, 0.00], [-0.01, 0.02, -0.01], [0.01, -0.01, -0.01], [0.01, -0.01, -0.01], [0.00, 0.00, 0.00], [-0.01, -0.01, 0.02], [0.01, 0.00, -0.02]], "mulliken_charge": [1.249, -0.189, -0.249, -0.575, -0.048, -0.671, -0.903, 1.038, -0.547, 0.296, 0.772, 0.106, 0.288, -1.435, -0.384, -0.718, 0.079, 0.952, 0.752, 0.032, -1.462, -1.496, -0.613, -1.164, 0.204, -1.400, -0.227, 0.789, -0.700, -1.795, -1.187, 0.471, -0.378, -0.780, -0.934, -1.478, 0.349, -0.329, -1.529, 0.855, -1.596, 0.685, 0.064, 0.580, 0.035, 0.080, 0.436, 0.322, 0.314, 0.462, 0.158, 0.476, 0.298, 0.516, 0.202, 0.440, 0.449, 0.408, 0.351, 0.332, 0.508, 0.139, 0.684, 0.112, 0.274, 0.343, 0.385, 0.494, 0.381, 0.303, 0.314, 0.163, 0.179, 0.399, 0.365, 0.462, 0.375, 0.372, 0.464, 0.251, 0.374, 0.284, 0.320], "homo_energy_ev": -6.962, "orbital_gap_ev": 6.6, "relative_energy_kcal_mol": 0.0, "energy_ha": -7280.3147}